C19H20ClN3O2 | wB97M-V/def2-TZVPD

Structure (XYZ):
```
45
Properties=species:S:1:pos:R:3:nbo_charge:R:1
C -2.76 -0.99 -1.84 -0.611
C -2.64 -0.85 -0.33 -0.076
C -1.19 -1.04 0.08 0.473
N -0.36 -1.55 -0.75 -0.527
C 0.94 -1.75 -0.34 0.263
C 1.84 -2.35 -1.23 -0.236
C 3.15 -2.54 -0.87 -0.182
C 3.60 -2.14 0.39 -0.232
C 2.73 -1.56 1.28 -0.136
C 1.40 -1.37 0.93 -0.241
C 0.45 -0.78 1.87 0.672
O 0.68 -0.38 2.99 -0.610
N -0.84 -0.70 1.36 -0.622
N -3.31 0.35 0.13 -0.456
C -3.81 0.40 1.49 -0.411
C -2.90 1.63 -0.39 -0.231
C -1.51 2.14 0.03 -0.091
O -0.58 1.58 -0.88 -0.513
C 0.75 1.58 -0.58 0.288
C 1.32 2.08 0.58 -0.254
C 2.68 1.96 0.80 -0.222
C 3.48 1.35 -0.15 -0.066
Cl 5.17 1.17 0.13 -0.001
C 2.93 0.88 -1.34 -0.203
C 1.57 0.99 -1.54 -0.244
H -2.48 -2.00 -2.13 0.232
H -3.78 -0.79 -2.15 0.214
H -2.08 -0.30 -2.34 0.222
H -3.19 -1.69 0.13 0.214
H 1.47 -2.65 -2.21 0.223
H 3.84 -2.99 -1.56 0.216
H 4.64 -2.29 0.66 0.221
H 3.06 -1.24 2.26 0.237
H -1.54 -0.35 2.00 0.422
H -3.13 0.86 2.22 0.159
H -4.05 -0.61 1.82 0.207
H -4.73 0.98 1.49 0.205
H -2.92 1.59 -1.48 0.218
H -3.65 2.36 -0.07 0.204
H -1.29 1.85 1.06 0.177
H -1.47 3.23 -0.04 0.184
H 0.72 2.57 1.34 0.221
H 3.12 2.33 1.71 0.232
H 3.56 0.42 -2.08 0.230
H 1.12 0.61 -2.45 0.233
```

ΔE to the lowest compared entry with this formula, charge and spin in kJ/mol: 116.7
HOMO level in eV: -8.21
SMILES: C[C@@H](c1nc2ccccc2c(=O)[nH]1)N(C)CCOc1ccc(Cl)cc1
Max |F| in eV/Å: 0.8
Calculated total energy in eV: -41116.2772

***

C33H50CsGeN2PSbSe4 | wB97M-V/def2-TZVPD

Structure (XYZ):
```
93
Properties=species:S:1:pos:R:3:lowdin_charge:R:1
Cs -12.89 -13.84 13.35 0.377
C -6.53 -13.60 13.78 -0.077
C -7.44 -12.54 14.43 -0.241
C -6.70 -11.77 15.39 -0.268
N -5.99 -11.30 16.17 0.143
H -7.13 -14.32 13.27 0.057
H -6.02 -14.17 14.53 0.070
H -5.81 -13.13 13.12 0.077
H -8.24 -13.11 14.97 0.113
H -7.93 -11.92 13.68 0.077
C -14.75 -15.52 6.72 -0.131
C -14.07 -15.50 8.09 -0.285
C -13.64 -16.88 8.61 -0.314
C -12.92 -16.94 10.02 -0.450
Ge -14.16 -17.10 11.60 0.649
C -13.73 -19.12 11.74 -0.421
C -13.77 -20.20 10.55 -0.268
C -15.16 -20.85 10.30 -0.303
C -16.30 -20.03 9.83 -0.147
H -14.95 -14.55 6.24 0.067
H -15.67 -16.09 6.71 0.059
H -14.09 -16.03 5.99 0.061
H -14.81 -15.11 8.75 0.087
H -13.21 -14.85 8.06 0.097
H -12.96 -17.31 7.80 0.111
H -14.47 -17.59 8.69 0.060
H -12.11 -16.18 10.08 0.032
H -12.36 -17.88 10.02 0.012
H -15.50 -17.08 10.75 -0.140
H -14.16 -19.59 12.65 0.028
H -12.61 -19.03 11.89 0.015
H -13.17 -21.05 10.80 0.068
H -13.28 -19.83 9.66 0.080
H -15.42 -21.53 11.15 0.104
H -14.93 -21.58 9.48 0.099
H -16.64 -19.34 10.63 0.064
H -17.17 -20.57 9.50 0.047
H -16.03 -19.47 8.90 0.074
C -12.08 -18.03 15.18 -0.297
P -10.86 -16.88 14.49 0.961
C -10.10 -17.74 13.01 -0.407
C -9.94 -19.14 12.94 -0.119
C -9.28 -19.77 11.88 -0.067
C -8.73 -19.00 10.83 -0.086
C -8.88 -17.63 10.88 -0.084
C -9.47 -17.00 12.00 -0.098
C -9.36 -17.15 15.63 -0.331
C -8.17 -17.73 15.23 -0.095
C -7.13 -17.97 16.15 -0.069
C -7.33 -17.60 17.48 -0.094
C -8.50 -16.96 17.87 -0.106
C -9.50 -16.69 16.96 -0.107
H -13.01 -18.06 14.63 0.000
H -12.36 -17.71 16.21 0.044
H -11.73 -19.07 15.31 0.044
H -10.43 -19.82 13.66 0.108
H -9.21 -20.84 11.85 0.088
H -8.27 -19.42 9.97 0.091
H -8.58 -17.01 10.05 0.098
H -9.50 -15.90 12.02 0.101
H -8.07 -18.18 14.25 0.087
H -6.29 -18.53 15.78 0.093
H -6.52 -17.76 18.20 0.100
H -8.67 -16.70 18.91 0.092
H -10.40 -16.18 17.30 0.067
C -10.04 -11.19 16.00 -0.126
N -10.98 -11.31 17.08 -0.271
C -11.34 -10.01 17.55 -0.125
C -10.46 -12.17 18.09 -0.189
C -11.33 -13.29 18.44 -0.229
C -10.75 -14.49 18.94 -0.064
C -11.58 -15.54 19.35 -0.111
C -13.01 -15.45 19.42 -0.060
C -13.60 -14.17 19.06 -0.063
C -12.68 -13.22 18.53 -0.077
H -10.44 -10.39 15.37 -0.026
H -10.04 -12.10 15.37 0.070
H -9.01 -11.03 16.42 0.092
H -13.24 -12.15 18.23 0.162
H -10.54 -9.40 17.98 0.090
H -12.10 -10.04 18.41 0.101
H -11.81 -9.45 16.76 0.047
H -10.51 -11.59 19.05 0.143
H -9.40 -12.42 17.92 0.133
H -9.69 -14.57 19.06 0.097
H -11.02 -16.38 19.78 0.100
H -13.65 -16.22 19.90 0.094
H -14.60 -13.73 18.98 0.094
Se -10.61 -7.87 14.29 -0.073
Sb -11.82 -9.45 12.87 -0.050
Se -10.51 -11.27 12.01 -0.181
Se -14.27 -9.00 11.26 -0.092
Se -14.13 -10.08 13.49 -0.181
```

ΔE to the lowest compared entry with this formula, charge and spin in kJ/mol: 0.0
HOMO level in eV: -3.77
Net charge: -1
Max |F| in eV/Å: 5.1
Calculated total energy in eV: -372286.8077

***

C17H30NO3 | wB97M-V/def2-TZVPD

Structure (XYZ):
```
51
Properties=species:S:1:pos:R:3:nbo_charge:R:1
C 2.45 -0.79 -5.56 -0.608
C 3.15 -0.70 -4.21 -0.425
C 2.33 -0.13 -3.09 0.001
C 2.95 0.07 -1.85 -0.191
C 2.25 0.61 -0.79 -0.250
C 0.92 0.95 -0.94 0.242
O 0.24 1.42 0.19 -0.566
C -0.45 2.66 0.06 -0.075
C -1.53 2.69 1.14 -0.094
O -2.41 1.61 0.86 -0.560
C -3.36 1.33 1.85 -0.089
C -2.89 0.23 2.82 0.059
O -1.92 0.68 3.74 -0.749
C -2.23 -0.93 2.04 -0.243
N -0.84 -0.57 1.74 -0.565
C 0.06 -1.65 1.24 -0.038
C -0.49 -2.23 -0.05 -0.639
C 0.29 -2.71 2.33 -0.417
C 1.56 -3.52 2.06 -0.602
C 0.29 0.75 -2.16 -0.231
C 1.00 0.22 -3.22 -0.213
H 2.13 0.20 -5.89 0.209
H 1.59 -1.45 -5.52 0.204
H 3.14 -1.18 -6.30 0.226
H 3.48 -1.71 -3.92 0.218
H 4.06 -0.10 -4.32 0.220
H 3.99 -0.19 -1.73 0.222
H 2.74 0.77 0.16 0.225
H -0.91 2.75 -0.92 0.197
H 0.25 3.49 0.20 0.201
H -2.06 3.65 1.10 0.200
H -1.07 2.57 2.13 0.186
H -3.63 2.23 2.41 0.191
H -4.25 0.97 1.33 0.208
H -3.77 -0.16 3.35 0.199
H -2.33 1.23 4.42 0.502
H -2.79 -1.12 1.12 0.235
H -2.23 -1.83 2.66 0.231
H -0.47 -0.17 2.61 0.449
H -0.82 0.22 1.04 0.498
H 1.02 -1.16 1.03 0.228
H -1.38 -2.82 0.13 0.215
H 0.26 -2.87 -0.51 0.246
H -0.72 -1.44 -0.76 0.230
H -0.56 -3.39 2.38 0.211
H 0.39 -2.21 3.30 0.208
H 2.43 -2.87 2.01 0.210
H 1.71 -4.23 2.87 0.232
H 1.48 -4.07 1.13 0.213
H -0.76 1.00 -2.28 0.216
H 0.49 0.08 -4.16 0.225
```

ΔE to the lowest compared entry with this formula, charge and spin in kJ/mol: 0.0
HOMO level in eV: -11.47
Net charge: +1
SMILES: CCc1ccc(OCCOC[C@H](O)C[NH2+][C@H](C)CC)cc1
Max |F| in eV/Å: 0.8
Calculated total energy in eV: -25742.6370

***

C4H8O | wB97M-V/def2-TZVPD

Structure (XYZ):
```
13
Properties=species:S:1:pos:R:3:nbo_charge:R:1
C 1.13 -1.18 1.11 -0.508
C 0.74 -0.50 0.10 0.384
C 1.23 0.52 -0.79 -0.733
C -2.00 0.33 -0.17 -0.220
O -1.37 -0.80 -0.30 -0.598
H 0.44 -1.81 1.62 0.253
H 2.09 -1.14 1.62 0.235
H 0.92 0.40 -1.78 0.257
H 1.07 1.62 -0.29 0.243
H 2.31 0.58 -0.62 0.257
H -2.20 0.67 0.91 0.121
H -2.90 0.16 -0.72 0.183
H -1.45 1.17 -0.70 0.126
```

ΔE to the lowest compared entry with this formula, charge and spin in kJ/mol: 474.1
HOMO level in eV: -8.84
Max |F| in eV/Å: 6.5
Calculated total energy in eV: -6320.2546

***

Result set for LUMO energy: 0.60 0.28 -2.17 -0.02 eV, one per record in the order listed.